# 1
{
  "formula": "C15H28N6S3Si2TeV",
  "method": "ωB97M-V/def2-TZVPD",
  "charge": 2,
  "lumo_ha": [-0.318, -0.328],
  "homo_lumo_gap_ev": [5.881, 5.343],
  "homo_ha": [-0.535, -0.524],
  "multiplicity": 2,
  "symbols": ["Te", "V", "S", "S", "S", "Si", "Si", "N", "N", "N", "N", "N", "N", "C", "C", "C", "C", "C", "C", "C", "C", "C", "C", "C", "C", "C", "C", "C", "H", "H", "H", "H", "H", "H", "H", "H", "H", "H", "H", "H", "H", "H", "H", "H", "H", "H", "H", "H", "H", "H", "H", "H", "H", "H", "H", "H"],
  "xyz": [[-0.918, -4.450, 16.897], [1.111, -3.303, 18.478], [2.548, -4.401, 16.729], [2.369, -4.754, 19.582], [1.872, -1.188, 18.358], [-0.776, -7.655, 17.640], [-2.904, -1.722, 16.067], [5.827, -5.968, 20.350], [0.948, 0.390, 21.782], [5.845, -6.170, 15.970], [0.309, -1.353, 20.589], [-0.193, -2.520, 20.107], [1.588, 0.347, 20.609], [0.128, -0.602, 21.750], [3.258, -4.995, 18.029], [-1.363, -6.036, 18.335], [-4.622, -1.101, 16.553], [1.097, -7.442, 17.283], [-2.651, -3.225, 17.208], [-1.637, -0.393, 16.613], [1.261, -0.683, 19.882], [-2.911, -2.429, 14.327], [-1.121, -9.069, 18.841], [5.270, -5.986, 16.939], [-0.906, -0.936, 22.731], [5.165, -5.848, 19.403], [4.510, -5.685, 18.129], [-1.748, -7.886, 16.104], [1.510, -6.815, 18.136], [-5.329, -1.907, 16.739], [-0.217, -3.221, 20.902], [-0.978, -8.102, 15.273], [-2.226, -9.217, 18.765], [-1.089, -2.395, 19.779], [-0.695, -0.832, 16.792], [-0.906, -8.968, 19.887], [1.531, -6.987, 16.442], [-3.567, -3.276, 14.342], [-0.719, -10.006, 18.526], [-0.861, -5.726, 19.262], [-2.853, -3.039, 18.320], [-0.811, -1.991, 23.126], [-2.460, -7.018, 15.909], [-3.325, -1.628, 13.626], [-1.920, -0.774, 22.306], [1.480, -8.470, 17.322], [-2.420, -6.096, 18.426], [-2.425, -8.795, 16.237], [2.242, 0.959, 20.288], [-0.916, -0.213, 23.560], [-3.446, -3.962, 17.035], [-1.933, -2.631, 13.922], [-1.665, 0.406, 15.879], [-4.979, -0.480, 15.718], [-4.608, -0.442, 17.405], [-1.956, -0.002, 17.579]]
}

---

# 2
{
  "formula": "C15H28O4P2PdS2",
  "method": "ωB97M-V/def2-TZVPD",
  "charge": -2,
  "lumo_ha": 0.176,
  "homo_lumo_gap_ev": 3.750,
  "homo_ha": 0.038,
  "symbols": ["Pd", "S", "S", "P", "P", "O", "O", "O", "O", "C", "C", "C", "C", "C", "C", "C", "C", "C", "C", "C", "C", "C", "C", "C", "H", "H", "H", "H", "H", "H", "H", "H", "H", "H", "H", "H", "H", "H", "H", "H", "H", "H", "H", "H", "H", "H", "H", "H", "H", "H", "H", "H"],
  "xyz": [[-0.435, -0.119, 0.117], [1.561, -2.775, 0.670], [-0.427, -2.661, 1.431], [0.867, 1.541, 0.901], [-1.977, 1.975, -0.039], [2.210, -1.470, 0.807], [1.425, -3.169, -0.736], [1.424, -0.498, -2.230], [2.180, -3.781, 1.524], [-2.995, 3.306, -0.926], [-1.358, -2.114, -0.114], [-3.611, -2.549, 1.013], [2.511, 1.546, 1.720], [-3.395, -2.386, -1.470], [-0.483, 4.278, 3.725], [1.369, 2.619, -0.528], [0.357, 3.436, 3.000], [-2.259, 3.817, 2.180], [-0.099, 2.797, 1.850], [-1.792, 4.472, 3.320], [-2.705, -2.849, -0.184], [-2.514, -4.375, -0.267], [-1.429, 2.991, 1.442], [-3.467, 1.172, 0.684], [-3.473, -4.891, -0.416], [1.374, 3.276, 3.338], [-3.072, -2.700, 1.952], [2.941, 2.550, 1.804], [-3.291, 3.954, 1.875], [-3.959, -1.516, 0.989], [-2.326, 4.022, -1.408], [1.906, 3.517, -0.200], [-3.699, 3.866, -0.296], [0.472, 2.916, -1.071], [-2.758, -2.594, -2.334], [-0.113, 4.765, 4.621], [-3.135, 0.377, 1.348], [1.635, -0.155, -1.350], [-2.454, 5.116, 3.888], [-1.849, -4.623, -1.098], [-3.559, -1.307, -1.439], [-4.106, 1.875, 1.229], [-4.489, -3.208, 1.014], [-3.562, 2.785, -1.701], [1.366, -1.445, -2.011], [-4.031, 0.723, -0.135], [2.451, 1.084, 2.706], [1.998, 2.045, -1.210], [-0.733, -2.547, -0.901], [-4.357, -2.896, -1.613], [-2.054, -4.753, 0.646], [3.146, 0.909, 1.105]]
}

---

# 3
{
  "formula": "C15H29AlN3O4P2S2",
  "method": "ωB97M-V/def2-TZVPD",
  "charge": -1,
  "lumo_ha": 0.050,
  "homo_lumo_gap_ev": 5.161,
  "homo_ha": -0.140,
  "symbols": ["S", "S", "P", "P", "Al", "O", "O", "O", "O", "N", "N", "N", "C", "C", "C", "C", "C", "C", "C", "C", "C", "C", "C", "C", "C", "C", "C", "H", "H", "H", "H", "H", "H", "H", "H", "H", "H", "H", "H", "H", "H", "H", "H", "H", "H", "H", "H", "H", "H", "H", "H", "H", "H", "H", "H", "H"],
  "xyz": [[-2.683, 0.970, -1.780], [-3.048, 3.877, -1.221], [1.693, -2.782, 0.440], [-0.009, -3.919, -3.011], [1.369, -2.295, -1.917], [1.237, -4.743, -3.836], [4.036, 1.476, 0.465], [2.918, -2.437, -2.756], [4.675, -0.527, 0.940], [0.442, -2.605, 1.437], [4.520, 0.646, 1.207], [-4.923, 2.036, -0.728], [-0.974, 1.394, -1.306], [-6.198, 2.468, -2.816], [-4.025, 1.665, 1.598], [-4.875, 1.134, 0.443], [5.885, 0.599, 4.676], [5.152, 2.835, 4.158], [5.499, 0.171, 3.415], [-0.361, -5.235, -1.752], [4.945, 1.097, 2.551], [-0.193, 0.114, -0.967], [5.711, 1.926, 5.046], [0.636, -0.451, -2.123], [4.761, 2.423, 2.894], [-5.744, 1.433, -1.792], [-3.605, 2.353, -1.209], [3.682, -2.548, -2.192], [2.283, -4.073, 0.580], [-0.376, -2.334, 0.903], [-1.047, 2.081, -0.463], [-3.336, 2.441, 1.268], [-5.467, 3.271, -2.906], [-5.218, 0.601, -2.281], [-0.252, -6.193, -2.264], [6.317, -0.108, 5.370], [-6.607, 0.991, -1.291], [1.493, 0.208, -2.310], [2.810, -2.059, 0.931], [5.612, -0.854, 3.098], [0.031, -0.445, -3.040], [6.009, 2.252, 6.034], [-0.502, 1.926, -2.131], [5.014, 3.868, 4.450], [0.277, -5.235, -0.867], [-4.649, 2.085, 2.386], [-5.913, 1.038, 0.766], [-6.335, 2.014, -3.798], [0.461, 0.356, -0.126], [-4.539, 0.133, 0.145], [1.977, -4.137, -3.971], [-0.902, -0.636, -0.603], [-3.428, 0.865, 2.036], [-1.402, -5.146, -1.434], [-7.152, 2.911, -2.527], [4.319, 3.102, 2.180]]
}

---

# 4
{
  "formula": "C15H29BrF3N2O6S",
  "method": "ωB97M-V/def2-TZVPD",
  "charge": 1,
  "lumo_ha": -0.200,
  "homo_lumo_gap_ev": 6.923,
  "homo_ha": -0.454,
  "symbols": ["Br", "S", "F", "F", "F", "O", "O", "O", "O", "O", "O", "N", "N", "C", "C", "C", "C", "C", "C", "C", "C", "C", "C", "C", "C", "C", "C", "C", "H", "H", "H", "H", "H", "H", "H", "H", "H", "H", "H", "H", "H", "H", "H", "H", "H", "H", "H", "H", "H", "H", "H", "H", "H", "H", "H", "H", "H"],
  "xyz": [[1.315, 0.488, 2.930], [-1.546, 0.428, 3.449], [-2.144, 2.241, 5.374], [-2.902, 2.909, 3.207], [-0.562, 3.073, 3.799], [0.200, -2.209, -2.174], [-0.729, -2.513, -4.242], [-2.956, -0.170, 3.236], [-2.007, -1.736, -2.557], [-0.968, -0.287, 4.733], [3.719, 1.823, 0.650], [-0.399, 0.111, 2.170], [-1.072, 2.876, -1.385], [0.303, -1.782, 0.422], [-1.768, 2.224, 3.911], [4.214, 3.039, 1.315], [-0.588, 1.111, 1.055], [-2.074, -2.577, -4.676], [-2.253, 2.351, -0.573], [2.879, -1.041, -0.124], [4.812, 0.817, 0.534], [-0.758, -2.159, -2.923], [-2.769, -1.623, -3.750], [-0.502, -1.340, 1.771], [1.900, -2.151, 0.654], [-4.223, -1.975, -3.494], [-1.928, 0.866, 0.126], [4.210, -0.702, 0.807], [-2.686, -0.591, -4.112], [0.217, -1.054, -0.489], [5.119, -1.442, 0.587], [-2.157, -2.266, -5.721], [3.981, -0.774, 1.970], [2.223, -2.071, 1.800], [4.811, 2.809, 2.307], [2.200, -3.194, 0.214], [-2.897, 0.608, 0.746], [-4.711, -2.361, -4.393], [-0.474, 2.070, -1.678], [5.712, 1.101, 1.231], [-0.535, 3.548, -0.771], [-0.601, 2.234, 1.382], [5.218, 0.837, -0.578], [3.304, -1.482, -1.143], [4.839, 3.694, 0.547], [-1.617, -1.735, 1.641], [0.338, 1.005, 0.309], [2.277, -0.063, -0.438], [-2.419, 3.079, 0.357], [-1.758, 0.122, -0.763], [-3.272, 2.352, -1.161], [3.250, 3.667, 1.621], [-0.052, -1.976, 2.671], [-0.195, -2.805, 0.060], [-2.425, -3.612, -4.583], [-4.324, -2.709, -2.686], [-4.772, -1.082, -3.176]]
}

---

# 5
{
  "formula": "C15H29BrN2O3",
  "method": "ωB97M-V/def2-TZVPD",
  "charge": -1,
  "lumo_ha": [0.079, 0.036],
  "homo_lumo_gap_ev": [4.176, 3.016],
  "homo_ha": [-0.074, -0.074],
  "multiplicity": 2,
  "symbols": ["Br", "O", "O", "O", "N", "N", "C", "C", "C", "C", "C", "C", "C", "C", "C", "C", "C", "C", "C", "C", "C", "H", "H", "H", "H", "H", "H", "H", "H", "H", "H", "H", "H", "H", "H", "H", "H", "H", "H", "H", "H", "H", "H", "H", "H", "H", "H", "H", "H", "H"],
  "xyz": [[5.063, 6.808, 1.994], [0.369, 3.119, -0.850], [2.348, 3.096, 0.180], [-0.567, -1.276, 0.631], [5.546, 5.814, 0.522], [-1.306, -2.167, -0.192], [4.677, 2.858, -0.314], [4.386, 5.392, -0.233], [-2.047, -4.554, -0.214], [4.774, 4.181, -1.078], [-1.682, -3.332, 0.648], [0.616, 1.594, 0.993], [-2.442, -1.411, -0.779], [-0.449, -3.750, 1.449], [-2.817, -3.024, 1.641], [1.033, 2.649, 0.020], [-3.034, -2.123, -2.010], [3.308, 2.223, -0.415], [-3.567, -1.119, 0.230], [-4.022, -2.368, 0.976], [-1.884, -0.084, -1.274], [0.635, 0.615, 0.481], [-1.544, 0.521, -0.441], [3.054, 2.071, -1.472], [3.291, 1.243, 0.075], [5.790, 4.330, -1.450], [-2.420, -5.362, 0.423], [4.081, 6.233, -0.874], [-0.407, 1.779, 1.309], [0.403, -3.883, 0.780], [-1.155, -4.912, -0.733], [-2.228, -2.533, -2.622], [3.533, 5.166, 0.412], [4.112, 4.142, -1.948], [-3.597, -1.403, -2.612], [1.303, 1.568, 1.836], [-4.518, -3.072, 0.297], [-2.804, -4.358, -0.966], [-4.764, -2.097, 1.735], [-0.655, -4.702, 1.956], [-2.425, -2.345, 2.404], [-3.188, -0.398, 0.960], [-3.113, -3.948, 2.153], [5.388, 2.138, -0.727], [-0.187, -2.993, 2.181], [4.931, 3.019, 0.737], [-1.035, -0.252, -1.940], [-3.727, -2.926, -1.763], [-4.408, -0.645, -0.291], [-2.651, 0.472, -1.827]]
}

---

# 6
{
  "formula": "C15H29BrO28S6",
  "method": "ωB97M-V/def2-TZVPD",
  "charge": 0,
  "lumo_ha": -0.040,
  "homo_lumo_gap_ev": 7.305,
  "homo_ha": -0.309,
  "symbols": ["Br", "S", "S", "S", "S", "S", "S", "O", "O", "O", "O", "O", "O", "O", "O", "O", "O", "O", "O", "O", "O", "O", "O", "O", "O", "O", "O", "O", "O", "O", "O", "O", "O", "O", "O", "C", "C", "C", "C", "C", "C", "C", "C", "C", "C", "C", "C", "C", "C", "C", "H", "H", "H", "H", "H", "H", "H", "H", "H", "H", "H", "H", "H", "H", "H", "H", "H", "H", "H", "H", "H", "H", "H", "H", "H", "H", "H", "H", "H"],
  "xyz": [[1.813, 0.299, -2.712], [-2.934, -5.317, -0.545], [0.759, 3.713, 1.502], [-3.995, -0.272, 2.184], [2.018, -8.856, -0.023], [0.389, 6.465, -4.481], [1.501, -1.692, 0.213], [4.679, 3.975, -3.745], [-4.949, -0.453, 0.874], [2.811, 3.233, -0.468], [0.666, 5.154, 1.551], [1.064, -9.036, -1.333], [-0.674, 7.166, -3.463], [-4.458, -1.170, 3.217], [1.555, -9.753, 1.010], [-3.997, -4.617, 0.473], [1.386, -0.315, -0.213], [0.655, -1.869, 1.595], [-3.068, -4.687, -1.840], [1.208, -2.811, -0.652], [-2.620, -0.227, 1.738], [2.989, -1.907, 0.847], [-0.752, 3.098, 1.507], [-1.571, -4.758, 0.154], [-2.991, -6.748, -0.356], [0.255, 7.095, -5.776], [1.212, 3.172, 2.971], [1.752, 7.025, -3.782], [-4.454, 1.243, 2.573], [1.558, -7.340, 0.367], [1.599, 0.981, -1.024], [3.392, -8.810, -0.469], [1.530, 3.007, 0.503], [3.870, 1.019, -0.191], [0.332, 5.035, -4.292], [2.907, -1.798, 2.266], [0.079, 2.635, 3.651], [-0.856, 2.135, 2.553], [0.149, -7.944, -1.408], [4.619, 3.380, -2.369], [0.857, -6.771, -0.737], [-1.909, -3.700, 1.048], [1.414, 8.083, -2.888], [1.524, -2.330, 2.629], [-5.155, 1.813, 1.470], [2.781, 1.737, -0.574], [-5.864, 0.639, 0.798], [0.028, 7.728, -2.355], [-3.295, -4.055, 1.581], [3.082, 3.718, -1.830], [-6.771, 0.362, 1.345], [4.028, 3.378, -4.260], [4.722, 2.218, -2.533], [-3.232, -4.816, 2.366], [5.462, 3.850, -1.704], [3.710, -2.365, 2.743], [1.388, 9.015, -3.462], [0.091, 6.967, -1.570], [-3.826, -3.180, 1.965], [1.184, -1.967, 3.602], [-1.166, -3.615, 1.844], [-1.891, 2.048, 2.895], [-6.118, 0.852, -0.243], [0.385, 1.834, 4.329], [-1.935, -2.768, 0.474], [2.355, 3.216, -2.632], [-5.854, 2.580, 1.811], [-0.503, 8.602, -1.971], [2.845, 4.879, -1.878], [0.159, -6.003, -0.395], [-0.758, -8.222, -0.862], [2.157, 8.167, -2.092], [1.595, -6.319, -1.409], [-4.418, 2.264, 0.798], [-0.521, 1.170, 2.159], [-0.106, -7.732, -2.450], [3.004, -0.739, 2.530], [-0.386, 3.442, 4.227], [1.509, -3.425, 2.624]]
}